Below is the ion C5H11NO with charge +1 at a distorted geometry, with properties calculated with wB97M-V/def2-TZVPD.

Computed properties:
**Frontier orbital gap (spin up / spin down)**: 7.7 / 7.5 eV
**Charge**: +1
**Spin multiplicity**: 2
**ΔE to the lowest compared entry with this formula, charge and spin**: 4.800 eV
**HOMO level (spin up / spin down)**: -14.85 / -14.77 eV
**<S²>**: 0.755
**Calculated total energy**: -8888.5369 eV

Structure (XYZ):
```
18
C5H11NO wB97M-V/def2-TZVPD
C 2.047 -0.473 0.749
C 1.700 0.444 -0.528
C 0.429 0.105 -1.021
C -0.748 0.889 -0.611
N -1.117 0.178 0.702
C -2.448 -0.509 0.527
O -1.724 1.105 -1.470
H 1.978 -1.508 0.405
H 3.053 -0.224 1.056
H 1.260 -0.319 1.477
H 2.522 0.276 -1.207
H 1.778 1.438 -0.101
H 0.376 -0.707 -1.731
H -0.330 1.889 -0.359
H -0.461 -0.622 0.650
H -2.845 -0.697 1.510
H -3.143 0.152 0.017
H -2.326 -1.416 -0.067
```

Results of the natural (NBO) charge analysis, in e, for atoms 1 through 2: C -0.5229; C -0.5558

***

Below is a cluster of 2 separate species, C5H11NO in total at a distorted geometry, with properties calculated with wB97M-V/def2-TZVPD.

Computed properties:
**Frontier orbital gap (spin up / spin down)**: 9.7 / 6.3 eV
**Charge**: +1
**Spin multiplicity**: 2
**ΔE to the lowest compared entry with this formula, charge and spin**: 3.048 eV
**HOMO level (spin up / spin down)**: -14.10 / -14.10 eV
**<S²>**: 0.765
**Calculated total energy**: -8890.2881 eV

Structure (XYZ):
```
18
C5H11NO wB97M-V/def2-TZVPD
C -0.558 -0.513 1.548
C -1.768 0.055 1.318
N -2.232 1.255 1.944
C 0.188 -1.273 0.439
C 0.719 -0.358 -0.620
C 0.011 -0.061 -1.710
H 0.021 -0.463 2.336
H -2.167 -0.125 0.297
H -3.221 1.444 1.945
H -1.634 1.765 2.648
H -0.413 -2.078 -0.095
H 0.988 -1.852 0.957
H 1.470 0.286 -0.352
H 0.530 0.617 -2.337
H -0.763 -0.642 -2.091
H 3.511 1.125 -1.949
H 2.188 0.489 -2.081
O 3.129 0.330 -2.195
```

Results of the natural (NBO) charge analysis, in e, for atoms 1 through 2: C 0.0736; C 0.0648

***

Below is a cluster of 2 separate species, C5H11NO2 in total at a distorted geometry, with properties calculated with wB97M-V/def2-TZVPD.

Computed properties:
**Frontier orbital gap (spin up / spin down)**: 3.4 / 7.5 eV
**Charge**: -1
**Spin multiplicity**: 2
**ΔE to the lowest compared entry with this formula, charge and spin**: 1.527 eV
**HOMO level (spin up / spin down)**: 0.36 / -3.83 eV
**<S²>**: 0.753
**Calculated total energy**: -10946.3102 eV

Structure (XYZ):
```
19
C5H11NO2 wB97M-V/def2-TZVPD
O 1.555 1.899 -1.164
C 1.942 0.896 -0.622
C 1.416 0.381 0.682
C 1.102 -1.111 0.673
C -0.164 -1.463 -0.163
C -2.127 -0.480 -1.039
N -1.172 -0.494 -0.094
H 2.773 0.296 -1.049
H 0.502 0.924 0.956
H 2.096 0.629 1.509
H 0.988 -1.473 1.691
H 1.917 -1.662 0.209
H 0.206 -1.676 -1.196
H -0.494 -2.454 0.226
H -2.201 -1.098 -1.945
H -2.800 0.371 -1.018
H -2.202 1.516 1.022
H -1.205 2.612 0.710
O -2.135 2.388 0.611
```

Results of the natural (NBO) charge analysis, in e, for atoms 1 through 2: O -0.5361; C 0.4615

***

Below is a structure of composition C5H11NO2 at a distorted geometry, with properties calculated with wB97M-V/def2-TZVPD.

Computed properties:
**Frontier orbital gap**: 6.2 eV
**Spin multiplicity**: 1
**ΔE to the lowest compared entry with this formula, charge and spin**: 10.853 eV
**HOMO level**: -7.92 eV
**Calculated total energy**: -10938.4140 eV

Structure (XYZ):
```
19
C5H11NO2 wB97M-V/def2-TZVPD
O 2.404 0.519 -0.178
C -0.316 -1.169 -0.703
O -0.482 -2.199 -1.421
C -1.468 -1.057 0.439
C 0.086 -1.360 0.744
C 0.388 2.281 0.885
C 0.445 2.293 -0.531
N -1.800 0.194 0.777
H 0.224 -0.359 -1.210
H -2.183 -1.828 0.207
H 0.462 -2.356 0.860
H 0.774 -0.588 1.066
H 1.195 2.580 1.516
H -0.568 2.106 1.343
H -0.424 2.543 -1.124
H 1.401 2.498 -0.994
H 0.702 1.268 0.204
H 3.238 0.474 -0.650
H -2.640 0.227 1.358
```

Results of the natural (NBO) charge analysis, in e, for atoms 1 through 2: O -1.2788; C 0.2043

***

Below is a cluster of 3 separate species, C5H11NO2 in total at a distorted geometry, with properties calculated with wB97M-V/def2-TZVPD.

Computed properties:
**Frontier orbital gap**: 5.1 eV
**Spin multiplicity**: 1
**ΔE to the lowest compared entry with this formula, charge and spin**: 7.251 eV
**HOMO level**: -9.03 eV
**Calculated total energy**: -10942.0156 eV

Structure (XYZ):
```
19
C5H11NO2 wB97M-V/def2-TZVPD
C 0.432 0.828 1.849
C 0.044 0.413 0.444
N 0.674 -0.720 -0.047
C 2.629 -1.054 -2.227
C -0.766 -0.762 0.249
C -3.151 0.974 0.481
O -3.056 0.039 -0.348
O -2.249 1.614 1.044
H -0.474 0.939 2.430
H 3.512 -0.416 -2.213
H 1.030 1.732 1.865
H -0.139 1.223 -0.279
H 1.071 0.066 2.291
H 2.574 -1.594 -1.289
H 2.671 -1.723 -3.075
H 1.728 -0.442 -2.258
H -0.939 -1.543 0.982
H -1.405 -0.849 -0.650
H -4.186 1.275 0.752
```

Results of the natural (NBO) charge analysis, in e, for atoms 1 through 2: C -0.5967; C -0.1621

***

Below is a cluster of 2 separate species, C5H11NO2 in total at a distorted geometry, with properties calculated with wB97M-V/def2-TZVPD.

Computed properties:
**Frontier orbital gap**: 9.7 eV
**Spin multiplicity**: 1
**ΔE to the lowest compared entry with this formula, charge and spin**: 1.047 eV
**HOMO level**: -9.00 eV
**Calculated total energy**: -10948.2201 eV

Structure (XYZ):
```
19
C5H11NO2 wB97M-V/def2-TZVPD
C -2.163 -0.180 0.372
N -0.827 -0.128 0.621
C -0.137 1.059 1.084
C 1.275 0.924 0.526
C 1.460 -0.564 0.258
C 0.122 -1.209 0.591
O -2.830 0.766 0.020
H -2.579 -1.176 0.581
H -0.626 1.941 0.677
H -0.197 1.126 2.177
H 2.001 1.285 1.232
H 1.447 1.596 -0.324
H 2.247 -0.986 0.892
H 1.809 -0.762 -0.760
H 0.163 -1.707 1.563
H -0.126 -2.044 -0.057
H -0.685 0.682 -2.858
H 0.190 -0.350 -3.608
O -0.545 -0.272 -2.986
```

Results of the natural (NBO) charge analysis, in e, for atoms 1 through 2: C 0.5535; N -0.4516

***

> Which value of spin multiplicity does entry 5 give?

1